# 1
C4H6O2 | the ωB97M-V functional and the def2-TZVPD basis

The calculation puts the HOMO energy at -9.89 eV. As for the charge: 0. The LUMO energy is 0.647 eV. Its max |F| is 0.53 eV/A. As for the orbital gap: 10.54 eV. Its SMILES is CC(=O)CC=O.

Geometry (Å):
1 C -1.397 0.666 -0.515
2 C -0.741 -0.171 0.556
3 O -1.376 -0.870 1.312
4 C 0.788 -0.141 0.656
5 C 1.458 -0.667 -0.599
6 O 1.117 -0.368 -1.719
7 H -1.216 0.203 -1.491
8 H -0.968 1.672 -0.566
9 H -2.470 0.714 -0.322
10 H 1.126 0.896 0.799
11 H 1.096 -0.723 1.529
12 H 2.302 -1.366 -0.439

***

# 2
C4H6O2 | the ωB97M-V functional and the def2-TZVPD basis

The calculation puts the HOMO energy at -9.38 eV. As for the charge: 0. The LUMO energy is 0.708 eV. Its max |F| is 0.48 eV/A. As for the orbital gap: 10.09 eV. Its SMILES is O=CC1C=C1.O.

Geometry (Å):
1 O -2.134 0.957 0.838
2 C -1.244 0.605 0.097
3 C 0.097 1.239 0.011
4 C 1.288 0.339 -0.211
5 C 0.927 1.030 -1.233
6 H -1.371 -0.267 -0.585
7 H 0.194 2.146 0.612
8 H 1.900 -0.390 0.294
9 H 1.044 1.339 -2.259
10 O 0.104 -2.143 0.878
11 H -0.036 -2.919 0.323
12 H -0.768 -1.936 1.235

***

# 3
C4H6O2 | the ωB97M-V functional and the def2-TZVPD basis

The calculation puts the HOMO energy at -9.60 eV. As for the charge: 0. The LUMO energy is 0.896 eV. Its max |F| is 0.52 eV/A. As for the orbital gap: 10.50 eV. Its SMILES is O=C1CCOC1.

Geometry (Å):
1 O 0.796 2.220 0.138
2 C 0.452 1.067 0.064
3 C -0.972 0.536 -0.056
4 C -0.768 -0.981 -0.130
5 O 0.591 -1.183 -0.512
6 C 1.359 -0.157 0.069
7 H -1.441 0.955 -0.952
8 H -1.556 0.860 0.810
9 H -0.956 -1.456 0.845
10 H -1.392 -1.471 -0.880
11 H 2.272 -0.002 -0.510
12 H 1.634 -0.387 1.114

***

# 4
C4H6O2 | the ωB97M-V functional and the def2-TZVPD basis

The calculation puts the HOMO energy at -9.54 eV. As for the charge: 0. The LUMO energy is 0.932 eV. Its max |F| is 1.03 eV/A. As for the orbital gap: 10.47 eV.

Geometry (Å):
1 O 0.710 -0.234 1.959
2 C -0.291 -0.646 1.420
3 C -0.865 -0.111 0.114
4 C -0.081 1.030 -0.537
5 C 0.874 -0.114 -0.869
6 O -0.235 -1.058 -0.790
7 H -0.762 -1.593 1.746
8 H -1.960 -0.118 0.098
9 H 0.294 1.843 0.086
10 H -0.604 1.407 -1.421
11 H 1.531 -0.211 0.018
12 H 1.389 -0.195 -1.826

***

# 5
C4H6O2 | the ωB97M-V functional and the def2-TZVPD basis

The calculation puts the HOMO energy at -9.22 eV. As for the charge: 0. The LUMO energy is 0.744 eV. Its max |F| is 0.56 eV/A. As for the orbital gap: 9.97 eV.

Geometry (Å):
1 C -1.043 -0.068 -0.426
2 C 0.483 -0.264 -0.474
3 C 0.100 1.122 -0.087
4 O -0.022 1.576 1.152
5 C 1.039 -1.131 0.614
6 O 0.384 -1.537 1.543
7 H -1.443 -0.726 0.353
8 H -1.074 0.947 0.543
9 H -1.598 0.004 -1.356
10 H 0.939 -0.386 -1.455
11 H 0.117 1.829 -0.931
12 H 2.117 -1.366 0.524

***

# 6
C4H6O2 | the ωB97M-V functional and the def2-TZVPD basis

The calculation puts the HOMO energy at -9.01 eV. As for the charge: 0. The LUMO energy is 1.158 eV. Its max |F| is 1.28 eV/A. As for the orbital gap: 10.17 eV.

Geometry (Å):
1 O -0.607 -3.269 1.008
2 C -0.956 -2.255 0.637
3 C 1.145 0.108 0.546
4 C 0.869 0.884 -0.504
5 C -0.207 1.493 0.359
6 O 0.191 0.574 1.426
7 H -1.366 -1.105 -1.704
8 H 1.830 -0.683 0.837
9 H -0.836 -0.606 -1.857
10 H 1.236 1.019 -1.512
11 H -1.247 1.318 0.075
12 H -0.053 2.523 0.688

***

# 7
C4H6O2 | the ωB97M-V functional and the def2-TZVPD basis

The calculation puts the HOMO energy at -8.92 eV. As for the charge: 0. The LUMO energy is 0.792 eV. Its max |F| is 1.47 eV/A. As for the orbital gap: 9.71 eV. Its SMILES is O=C=CCCO.

Geometry (Å):
1 O 0.058 -2.443 -1.125
2 C -0.321 -1.368 -0.887
3 C -0.932 -0.186 -0.741
4 C -0.149 0.989 -0.171
5 C 0.892 0.366 0.791
6 O 0.416 -0.926 1.129
7 H -1.824 -0.060 -1.334
8 H 0.337 1.536 -0.987
9 H -0.802 1.703 0.349
10 H 1.013 0.935 1.716
11 H 1.873 0.280 0.303
12 H -0.562 -0.826 0.956

***

# 8
C4H6O2 | the ωB97M-V functional and the def2-TZVPD basis

The calculation puts the HOMO energy at -10.04 eV. As for the charge: 0. The LUMO energy is 0.860 eV. Its max |F| is 1.62 eV/A. As for the orbital gap: 10.90 eV.

Geometry (Å):
1 O -2.206 0.047 1.538
2 C -1.211 -0.356 0.987
3 C -0.365 0.423 0.029
4 C 1.174 0.398 0.338
5 O 1.510 -0.205 -0.895
6 C 0.125 -0.333 -1.218
7 H -0.826 -1.381 1.181
8 H -0.826 1.405 -0.163
9 H 1.414 1.456 0.415
10 H 1.486 -0.212 1.195
11 H -0.178 -1.382 -1.234
12 H -0.098 0.140 -2.173

***

# 9
C4H6O2 | the ωB97M-V functional and the def2-TZVPD basis

The calculation puts the HOMO energy at -8.84 eV. As for the charge: 0. The LUMO energy is 0.683 eV. Its max |F| is 0.31 eV/A. As for the orbital gap: 9.52 eV.

Geometry (Å):
1 O 1.633 -0.550 -1.114
2 C 0.335 -0.735 -0.613
3 C 0.100 -0.408 0.889
4 C -0.778 0.782 0.528
5 O -0.097 1.506 -0.469
6 C -0.598 0.391 -1.215
7 H 1.838 0.390 -0.994
8 H 0.025 -1.746 -0.892
9 H -0.446 -1.202 1.410
10 H 0.995 -0.146 1.465
11 H -1.359 1.421 1.197
12 H -1.647 0.297 -0.191

***

# 10
C4H6O2 | the ωB97M-V functional and the def2-TZVPD basis

The calculation puts the HOMO energy at -10.34 eV. As for the charge: 0. The LUMO energy is 0.909 eV. Its max |F| is 2.95 eV/A. As for the orbital gap: 11.25 eV. Its SMILES is CC(=O)O.C#C.

Geometry (Å):
1 C 2.502 -0.223 0.000
2 C 1.063 0.246 -0.027
3 O 0.770 1.443 0.034
4 O 0.137 -0.778 -0.201
5 H 3.201 0.628 0.021
6 H 2.567 -0.636 1.006
7 H 2.731 -0.967 -0.754
8 H -0.832 -0.520 0.111
9 C -2.746 0.748 -0.077
10 C -3.428 -0.273 0.059
11 H -2.247 1.674 -0.545
12 H -3.718 -1.342 0.374